No. 1
This record from the OMol25 dataset describes a cluster of 2 separate species, C7H14N2 in total in a non-equilibrium geometry. The level of theory is ωB97M-V/def2-TZVPD.

Structure (XYZ):
```
23
Properties=species:S:1:pos:R:3:nbo_charge:R:1
H 0.0856 0.1647 3.3431 0.231
C 0.6468 -0.5477 2.7399 -0.638
H 1.7782 -0.1702 2.3989 0.216
C 0.9345 0.9800 -1.5128 -0.392
H 1.4126 2.9221 -0.6909 0.207
C -1.4408 -0.1208 -0.1082 0.167
N -0.6255 0.3845 0.7899 -0.464
C 1.7766 0.1730 -2.4963 -0.601
C -0.2314 -0.7511 1.5944 0.100
C -1.0402 -1.8711 1.1889 -0.148
H 2.0876 0.7591 -3.4544 0.185
C 1.0158 2.5329 -1.5958 -0.610
H -2.0320 0.5521 -0.7253 0.202
H 0.8012 -1.2536 3.4345 0.218
N -1.7952 -1.4318 0.1284 -0.543
H -0.1039 0.7263 -1.7366 0.183
H 0.0257 2.9429 -1.5715 0.203
H 2.7292 -0.0619 -2.1388 0.202
H 1.2120 -0.6477 -2.7409 0.202
H -2.5394 -1.9477 -0.4252 0.429
H 1.2017 0.7460 -0.4685 0.224
H 1.6034 2.8106 -2.5160 0.198
H -1.2848 -2.5838 2.0028 0.230
```

Properties
Strongest force on any atom: 4.9 eV/Å
Highest occupied orbital energy: -8.343 eV
Energy above the lowest of the compared OMol25 structures with the same formula, charge and spin: 233.5 kJ/mol
Net charge: 0
Structure (SMILES): Cc1c[nH]cn1.CCC
HOMO-LUMO gap: 9.165 eV



No. 2
This record from the OMol25 dataset describes a structure of composition C27H41F9LuOP2 in a non-equilibrium geometry. The level of theory is ωB97M-V/def2-TZVPD.

Structure (XYZ):
```
81
Properties=species:S:1:pos:R:3:lowdin_charge:R:1
F -3.1462 -0.6663 3.9723 0.140
C -2.2590 -1.7822 2.0630 -0.282
C 0.4909 2.8009 1.3893 -0.274
C -0.3036 -0.5338 -1.5931 -0.582
C 0.1443 -0.5309 -3.7260 -0.215
C -0.4347 1.1655 4.6150 -0.020
H 2.9786 1.7462 2.2788 0.057
C -3.6287 -1.5317 1.4277 -0.477
C 2.6376 -0.6215 -3.8949 -0.198
H -1.2776 3.9484 -0.4656 0.052
C -0.7392 2.1854 -2.6156 -0.270
H -3.4840 0.5663 -3.0002 0.062
C -2.8098 2.3396 3.0481 -0.035
H -1.4003 3.0152 -2.2646 0.031
C 1.3124 -2.5404 -1.8141 -0.170
H -1.1057 -2.2461 -3.5100 0.101
H -2.4889 -0.9716 -3.1984 0.038
C -2.4311 -1.7647 3.5786 -0.484
H 2.2951 0.9390 3.6923 0.072
H 1.0729 3.6946 -0.4794 0.061
H 0.4967 0.6566 4.9027 0.084
H -3.3830 -0.6933 -1.6535 0.038
C 3.3626 0.5625 -0.6867 -0.230
H 3.3548 -2.8387 -1.3131 0.124
H 3.3131 0.1742 -4.2118 0.118
H 4.4356 0.3816 -0.7651 0.052
H 1.8308 -3.0489 -3.8565 0.115
Lu 0.1532 -0.1723 0.4328 1.452
C 1.3779 0.0413 -3.5537 -0.181
H 1.4899 4.6622 0.9517 0.104
H 1.4146 1.0973 -3.3314 0.073
C -1.7321 3.8282 0.5271 -0.040
H -0.1171 -2.3090 -4.9679 0.132
H -1.2401 0.4339 4.6621 0.057
H -3.5200 2.6488 2.2662 0.084
H 0.2986 2.4209 -2.2735 0.045
C -0.0926 -2.0037 -3.9078 -0.168
F -3.7101 -1.8972 0.1081 0.126
F -3.0585 -2.8880 4.0176 0.177
F -2.6887 -4.1551 1.8848 0.183
H -0.6761 0.0168 -4.2118 0.107
H -2.9148 3.0459 3.8825 0.102
C 0.9436 -2.9168 -3.2035 -0.173
F -1.4357 -3.2336 0.3307 0.117
H 0.4652 -3.9245 -3.1706 0.130
H 1.4785 -2.5049 1.5426 0.018
C -1.4402 2.2992 2.5558 -0.223
H 0.8081 -0.3095 -1.4782 -0.014
H -0.7053 -1.5406 -1.3206 0.064
H 2.4340 3.2152 0.5555 0.057
C 1.4161 3.6277 0.5621 -0.050
H -0.7799 2.0594 -3.7171 0.057
C -0.9306 2.9500 1.3967 -0.210
F -0.6207 -3.4769 2.2961 0.141
P -1.5030 0.7902 -1.7352 0.844
O -1.3076 -0.9067 1.5645 -0.293
H -3.1306 1.3564 3.4143 0.063
C 2.4837 -2.4505 1.0978 -0.197
P 2.6834 -1.0197 -0.1254 0.901
F -1.2124 -1.6679 4.1503 0.156
C 3.4087 -1.4372 -2.8322 -0.176
C -2.8467 -0.1899 -2.4928 -0.228
H 0.8824 -3.1791 -1.0372 0.105
H 2.7083 -3.4415 0.6722 0.070
H -0.6391 1.9398 5.3681 0.110
H -1.8378 4.8406 0.9616 0.113
H 2.5295 -1.2767 -4.7799 0.121
C -0.3370 1.7461 3.2730 -0.208
C 2.2358 1.8448 3.0823 -0.042
F -3.9329 -0.2108 1.4034 0.155
H 3.8631 -2.2793 -3.3733 0.119
H -2.7452 3.4265 0.3849 0.084
C 2.6471 -2.0243 -1.5972 -0.509
H 3.2258 -2.1550 1.8441 0.040
C -1.7863 -3.1764 1.6557 -0.489
H 3.1727 1.3065 0.0763 -0.002
H 2.5498 2.7010 3.7161 0.110
C 0.8574 2.0297 2.5411 -0.248
H 4.2201 -0.8056 -2.4492 0.084
H 2.9936 0.9899 -1.6200 0.068
F -4.6333 -2.1717 2.0810 0.173
```

Properties
Strongest force on any atom: 4.4 eV/Å
Highest occupied orbital energy (alpha / beta): -8.756 / -9.406 eV
Energy above the lowest of the compared OMol25 structures with the same formula, charge and spin: 170.0 kJ/mol
Net charge: +1
HOMO-LUMO gap (alpha / beta): 4.065 / 5.709 eV



No. 3
This record from the OMol25 dataset describes a cluster of 2 separate species, C8H15BF4NO5P3S in total in a non-equilibrium geometry. The level of theory is ωB97M-V/def2-TZVPD.

Structure (XYZ):
```
38
Properties=species:S:1:pos:R:3:lowdin_charge:R:1
H 3.5492 -0.7101 -1.5004 0.124
O -3.0572 -0.4626 2.1016 -0.424
F 0.7869 3.8002 -4.2013 0.038
H -2.2490 -1.4215 -1.5771 0.117
F 1.1583 3.2010 -1.9342 0.008
H 0.7171 -3.8510 2.3837 0.089
O -5.2972 -1.0294 0.7119 -0.264
P 2.4744 2.1519 0.6819 0.965
H 0.6428 -2.1661 1.5433 0.076
C 0.1772 -1.3944 -1.1807 0.045
H 3.4849 1.9724 2.7593 0.080
H -0.4876 2.4831 0.3694 0.137
C 1.1218 0.9715 -0.0090 -0.160
S 3.1586 -3.0004 -0.6147 0.757
B 0.4819 2.8267 -3.1655 -1.063
C -1.3452 -0.7867 -1.1665 0.028
H 2.4673 4.1202 1.8842 0.093
C 1.8632 -3.8780 0.4133 -0.544
H 2.3201 -4.9196 0.7569 0.096
F 0.9363 1.5116 -3.5874 0.025
H 0.3453 -2.4722 -1.6040 0.097
C 1.4683 -0.5608 -0.5836 -0.102
N -0.3199 1.5221 -0.0036 0.052
F -0.9538 2.7936 -2.9390 0.015
H 2.2569 -2.7668 2.4869 0.090
C 3.0023 -1.1366 -0.5298 -0.464
O 1.8072 3.6528 1.2604 -0.330
C 1.3791 -3.0781 1.7596 -0.177
C -1.5147 0.7406 -0.5088 -0.333
O 3.4240 1.3919 1.9280 -0.354
H -6.2181 -0.6375 0.6380 0.072
H 3.5754 -0.7540 0.4266 0.079
O -5.0750 1.3056 2.3568 -0.250
H -5.3856 2.0750 1.7604 0.080
P -3.3478 1.3866 -0.4605 0.796
H -4.0782 0.9701 -1.6300 -0.059
H 0.9399 -4.1125 -0.2795 0.065
P -4.2092 0.2613 1.2538 0.499
```

Properties
Strongest force on any atom: 7.2 eV/Å
Highest occupied orbital energy: -9.013 eV
Net charge: 0
HOMO-LUMO gap: 6.757 eV